{
  "formula": "C4H12NO",
  "method": "the ωB97M-V functional and the def2-TZVPD basis",
  "symbols": ["C", "C", "C", "C", "N", "H", "H", "H", "H", "H", "H", "H", "H", "H", "H", "H", "H", "O"],
  "coordinates": [[1.346513, -1.117769, 1.277962], [1.529200, -0.419119, -0.053424], [1.378987, 0.992336, 0.031898], [1.650199, 1.862674, -0.984100], [-3.682526, -0.217810, 0.531152], [0.283286, -1.066724, 1.542321], [1.585740, -2.176149, 1.083643], [2.176524, -0.787665, -0.821412], [2.031408, -0.609141, 1.993820], [1.038186, 1.384995, 0.978008], [1.641783, 2.928231, -0.821415], [1.772222, 1.449160, -1.993371], [-3.439878, 0.149242, 1.429946], [-2.949967, -0.353844, -0.136577], [-4.522785, -0.757254, 0.480070], [-0.880743, -0.662739, -2.248579], [-0.040689, -0.205615, -0.971094], [-0.917458, -0.392817, -1.318850]],
  "atomic_forces_ev_per_a": [[0.09, -1.09, -2.30], [1.49, 2.26, 3.12], [-0.24, -0.11, -0.37], [-0.34, -1.20, -0.36], [-0.09, 0.58, 0.01], [0.20, 0.27, 0.40], [0.08, 0.39, 0.78], [-0.35, -0.74, -0.90], [-0.59, -0.44, -0.26], [-0.04, 0.05, 0.17], [0.06, 0.18, -0.11], [0.31, 0.47, 0.29], [0.03, -0.14, 0.01], [-0.05, -0.24, 0.06], [0.13, -0.20, -0.06], [0.27, 0.04, 0.29], [-0.57, 0.07, -0.85], [-0.39, -0.15, 0.07]],
  "charge": 1,
  "homo_lumo_gap_ha": 0.14155,
  "multiplicity": 1,
  "energy_ev": -7869.919
}


{
  "formula": "C4H12NO",
  "method": "the ωB97M-V functional and the def2-TZVPD basis",
  "symbols": ["C", "C", "C", "C", "N", "H", "H", "H", "H", "H", "H", "H", "H", "H", "H", "H", "H", "O"],
  "coordinates": [[-2.420549, -0.135298, 0.124010], [-1.367940, -0.727423, -0.862259], [-0.047074, 0.127917, -0.807478], [0.258180, 1.176171, -1.599561], [1.054468, -0.377264, 0.140165], [-3.017057, -0.988914, 0.351506], [-2.929219, 0.681463, -0.331430], [-2.118389, 0.104273, 1.153693], [-1.777868, -0.780945, -1.928824], [-1.233032, -1.651419, -0.458699], [0.440657, 0.980487, -2.685896], [0.367353, 2.168802, -1.253582], [1.081668, -1.536056, 0.357811], [2.042979, -0.016190, -0.108970], [0.846653, -0.144638, 1.180128], [2.696505, 1.013612, 2.821737], [3.492778, -0.051629, 1.681854], [2.629893, 0.157050, 2.225796]],
  "atomic_forces_ev_per_a": [[0.91, -0.32, 0.00], [1.21, 2.84, -1.25], [-0.48, -2.40, -1.09], [0.11, -0.82, -1.25], [-0.70, -1.73, 3.87], [-1.28, -0.37, -0.32], [-0.66, 0.52, -0.02], [0.74, 0.42, -0.50], [0.63, 0.18, 1.53], [0.88, -3.09, 0.43], [-2.28, 0.61, 0.45], [2.07, 0.77, 0.66], [-0.15, 3.77, -1.71], [-2.34, -0.72, 0.54], [1.03, 0.26, -1.67], [0.56, -2.67, -2.04], [-2.13, 1.26, 2.30], [1.89, 1.47, 0.06]],
  "charge": 1,
  "homo_lumo_gap_ha": 0.28957,
  "multiplicity": 1,
  "energy_ev": -7869.068
}


{
  "formula": "C4H12NO",
  "method": "the ωB97M-V functional and the def2-TZVPD basis",
  "symbols": ["C", "C", "C", "C", "N", "H", "H", "H", "H", "H", "H", "H", "H", "H", "H", "H", "H", "O"],
  "coordinates": [[-2.453563, 0.405986, -1.798757], [-1.468345, -0.464384, -0.805106], [-1.177742, 0.122964, 0.569300], [-0.014775, -0.143642, 1.187211], [1.133668, -0.347967, 0.256227], [-3.298756, 0.725368, -1.191179], [-1.928030, 1.139999, -2.419926], [-2.783845, -0.358569, -2.555980], [-2.048424, -1.401767, -0.580055], [-0.679637, -0.733901, -1.482693], [-2.092903, 0.326067, 1.189900], [0.200301, -0.231684, 2.293892], [0.942465, -0.515253, -0.776497], [1.719157, -1.134749, 0.593891], [1.893833, 0.368468, 0.258388], [4.652322, 0.287043, 1.534217], [3.649598, 1.249591, 2.214678], [3.754676, 0.706430, 1.512488]],
  "atomic_forces_ev_per_a": [[-0.55, -1.87, -0.36], [-0.62, 1.65, 0.51], [-4.16, -1.84, -2.09], [3.50, 0.30, 0.25], [1.22, -0.78, -0.09], [0.06, 0.39, -0.41], [0.18, 0.22, 0.92], [0.04, 0.62, 0.94], [-0.15, 0.61, -0.01], [0.80, -0.26, 0.29], [0.98, 0.29, -0.59], [-0.21, 0.14, -1.34], [-0.27, 0.18, 1.56], [-0.24, -0.19, -0.05], [-0.14, 0.63, 0.68], [-1.13, 0.77, 0.15], [-0.02, 2.74, 3.62], [0.69, -3.62, -3.98]],
  "charge": 2,
  "homo_lumo_gap_ha": [0.33688, 0.18092],
  "multiplicity": 2,
  "energy_ev": -7857.873
}


{
  "formula": "C4H12NO2",
  "method": "the ωB97M-V functional and the def2-TZVPD basis",
  "symbols": ["N", "C", "O", "H", "H", "H", "H", "H", "C", "O", "C", "C", "H", "H", "H", "H", "H", "H", "H"],
  "coordinates": [[1.424657, 1.920712, 1.865068], [1.977664, 0.847446, 1.076078], [1.228131, -0.363298, 1.101843], [0.444601, 2.038904, 1.597237], [1.408078, 1.633397, 2.830297], [2.103724, 1.231294, 0.056088], [2.952018, 0.551102, 1.476961], [0.203864, -0.035411, 0.881897], [-1.895952, -0.213906, -0.123798], [-1.082379, 0.588947, 0.642355], [-1.160780, -1.312722, -0.906599], [-0.171450, -0.768714, -1.940705], [-2.460199, 0.414300, -0.839891], [-2.649991, -0.756988, 0.483738], [-1.931590, -1.892885, -1.432776], [-0.647266, -1.958800, -0.194177], [0.491639, -1.568880, -2.282692], [0.431006, 0.005233, -1.466132], [-0.665779, -0.359730, -2.824790]],
  "atomic_forces_ev_per_a": [[-0.17, 0.47, -0.01], [-0.33, -1.37, 0.14], [-0.59, 1.11, -0.33], [0.18, -0.10, -0.08], [-0.06, -0.15, 0.28], [-0.03, -0.08, -0.11], [0.22, 0.42, -0.07], [0.53, -0.19, 0.26], [0.36, 0.35, 0.34], [0.35, -0.39, -0.06], [-0.34, 0.34, -0.56], [0.11, -0.27, 0.33], [-0.21, -0.15, -0.23], [-0.18, 0.07, 0.06], [0.07, -0.23, 0.10], [0.06, -0.05, 0.00], [0.08, 0.09, -0.03], [0.08, 0.02, -0.11], [-0.14, 0.11, 0.08]],
  "charge": -1,
  "homo_lumo_gap_ha": 0.29129,
  "multiplicity": 1,
  "energy_ev": -9928.046
}


{
  "formula": "C4H12NO2",
  "method": "the ωB97M-V functional and the def2-TZVPD basis",
  "symbols": ["O", "C", "C", "C", "C", "N", "H", "H", "H", "H", "H", "H", "H", "H", "H", "H", "H", "H", "O"],
  "coordinates": [[0.301849, 0.652456, -0.023347], [-0.277706, 1.043322, 0.941485], [-1.724580, 0.743538, 1.122433], [-2.529966, -0.071142, 0.282917], [-2.577177, 0.443517, -1.174475], [4.063630, -0.424151, 0.850659], [0.247451, 1.540205, 1.764968], [-2.160430, 1.075236, 2.068122], [-2.142693, -1.106774, 0.251251], [-3.514492, -0.148862, 0.746655], [-3.234756, 1.292963, -1.307679], [-2.925145, -0.322223, -1.871925], [-1.593476, 0.723395, -1.521529], [4.853965, -0.836018, 1.325210], [3.730466, -1.131000, 0.203225], [4.137255, 0.473969, 0.398282], [1.485912, -0.674630, -0.942443], [1.769904, -1.886219, -1.933807], [2.089997, -1.387583, -1.180003]],
  "atomic_forces_ev_per_a": [[0.07, -0.23, -0.69], [0.72, 0.32, 0.49], [-0.46, -0.71, 0.61], [-1.00, 0.26, 0.47], [0.24, -0.03, -1.37], [-1.02, -0.95, 0.16], [-0.13, 0.15, 0.10], [0.07, 0.22, -0.09], [0.51, 0.09, -0.02], [-0.06, -0.09, -0.26], [-0.16, 0.17, 0.42], [-0.05, -0.16, 0.47], [0.22, 0.07, -0.01], [0.32, 0.86, -0.10], [-0.07, 0.41, -0.09], [0.76, -0.24, 0.11], [0.10, -0.35, -0.50], [-0.27, 0.22, -0.08], [0.23, -0.03, 0.38]],
  "charge": 1,
  "homo_lumo_gap_ha": 0.10415,
  "multiplicity": 1,
  "energy_ev": -9916.856
}


{
  "formula": "C4H12NO2",
  "method": "the ωB97M-V functional and the def2-TZVPD basis",
  "symbols": ["O", "C", "O", "H", "H", "C", "C", "N", "C", "H", "H", "H", "H", "H", "H", "H", "H", "H", "H"],
  "coordinates": [[0.919855, 1.615650, -1.465612], [-0.097615, 2.209073, -1.767354], [-1.328054, 1.857535, -1.308751], [-0.128932, 3.162110, -2.335174], [-2.004325, 2.320085, -1.860370], [0.045000, -2.348168, -0.481529], [-0.358858, -1.249829, 0.469094], [0.766326, -0.309273, 0.706773], [0.400667, 0.704895, 1.719455], [0.900715, -2.867731, -0.040014], [-0.831051, -3.035951, -0.569986], [0.247595, -1.946439, -1.480965], [-1.253916, -0.644375, 0.163301], [-0.713929, -1.643663, 1.492968], [0.989829, 0.228983, -0.167971], [1.551102, -0.833920, 1.026837], [-0.534788, 1.224566, 1.408324], [1.261578, 1.386011, 1.810475], [0.168801, 0.170442, 2.680499]],
  "atomic_forces_ev_per_a": [[-1.51, 0.44, -0.13], [0.26, 0.15, 0.69], [0.42, 0.14, -1.01], [0.32, -0.55, -0.11], [0.50, -0.33, 0.74], [-1.07, -0.19, 0.11], [-1.95, -0.09, 1.27], [-1.31, 1.00, -0.57], [-0.41, 0.19, 1.11], [-0.10, -0.20, -0.46], [0.90, 0.32, 0.03], [0.21, -0.19, 0.23], [1.03, -0.42, -0.22], [0.97, 0.38, -1.42], [-0.01, -0.50, 0.24], [0.98, -0.38, 0.10], [0.92, -0.28, 0.03], [-0.62, -0.12, 0.21], [0.45, 0.64, -0.86]],
  "charge": 1,
  "homo_lumo_gap_ha": 0.46419,
  "multiplicity": 1,
  "energy_ev": -9921.516
}


For reference, energy relative to the best compared isomer or geometry (same formula, charge and spin) by record: 421.85 503.96 229.73 17.18 518.46 68.92 kJ/mol.